ORCA calculation (ωB97M-V/def2-TZVPD) on a molecular structure, C16H29ClLuNPm at a distorted geometry.

## Properties
* Kohn-Sham gap (spin up / spin down): 4.74 / 4.89 eV
* total charge: -1
* total energy: -81248.3343 eV
* multiplicity: 5

Geometry as XYZ:
```
49
C16H29ClLuNPm, DFT ωB97M-V/def2-TZVPD
Pm -3.1000 3.7848 0.0054
Cl -2.4296 1.4775 -1.1172
C -3.0768 6.0302 -0.7916
C -5.3759 3.1804 0.1543
H -3.8951 6.5564 -0.2841
H -2.1362 6.4615 -0.3898
H -3.1359 6.2777 -1.8569
H -5.9068 4.0580 0.5460
H -5.4026 2.3845 0.9277
H -5.8881 2.8273 -0.7522
Lu -0.1331 1.1952 0.0476
C 1.2076 2.7936 -0.9575
C -0.3372 1.7579 2.1315
H 0.8719 3.7744 -0.5807
H 2.2790 2.7112 -0.6934
H 1.1626 2.9029 -2.0514
H -0.8660 1.1863 2.9244
H 0.3145 2.5271 2.6049
C 3.8214 -4.1888 0.1792
C 3.1142 -2.9830 -0.3567
C 3.6827 -2.2143 -1.3890
C 3.0114 -1.0993 -1.9040
C 3.6047 -0.3168 -3.0530
C 1.7805 -0.7135 -1.3700
C 1.2023 -1.4498 -0.2915
C 1.8801 -2.6083 0.1595
N 0.0095 -0.9852 0.2466
C -0.8978 -1.7553 1.1551
C -1.3220 -3.0685 0.4886
C -0.2730 -1.9127 2.5509
C -2.1761 -0.9236 1.3802
H 3.9232 -4.9857 -0.5781
H 4.8340 -3.9392 0.5362
H 3.2749 -4.6256 1.0245
H 4.6581 -2.4911 -1.8123
H 4.6259 0.0120 -2.7972
H 3.6786 -0.9509 -3.9540
H 3.0019 0.5751 -3.3018
H 1.2223 0.1174 -1.8587
H 1.4720 -3.2326 0.9496
H -0.5009 -3.7771 0.3538
H -2.1096 -3.5355 1.0874
H -1.7493 -2.8930 -0.5071
H 0.0448 -0.9411 2.9319
H -1.0405 -2.2890 3.2329
H 0.5897 -2.5755 2.6197
H -1.9249 0.0747 1.7828
H -2.7971 -0.7900 0.4814
H -2.7931 -1.4202 2.1462
```